1.
2 unconnected molecules or ions with the total composition C6H12O2. Source: OMol25; level of theory: ωB97M-V with the def2-TZVPD basis set.

```
20
Properties=species:S:1:pos:R:3:forces:R:3
O -2.19445 1.31893 1.08354 -0.56 0.46 -0.39
C -1.66603 0.75850 0.16323 1.26 -0.63 0.96
C -0.98801 -0.61387 0.36759 -1.42 0.26 0.85
C -0.20752 -0.99782 -0.84989 -0.23 -2.32 -1.25
C 1.19316 -0.50624 -1.25493 -0.84 -0.30 -0.87
C 1.65790 -0.88524 -2.45276 1.96 1.06 0.53
C 1.82427 0.53793 -0.38577 -1.79 0.66 -0.21
H -1.52017 1.23619 -0.84260 -0.39 -0.21 0.34
H -0.39914 -0.61176 1.28598 0.14 0.47 0.01
H -1.84839 -1.32672 0.69083 1.35 0.86 -1.12
H -0.85536 -0.83188 -1.70964 -0.08 0.63 -0.17
H -0.22892 -2.09371 -0.93340 0.51 -0.04 0.40
H 2.55095 -0.31682 -2.78489 -0.38 -0.65 0.14
H 1.41981 -1.71932 -3.10229 -0.81 0.19 0.24
H 2.11850 0.10080 0.54668 0.35 -0.26 0.62
H 0.95264 1.18715 -0.14161 0.83 0.17 0.17
H 2.62318 1.15786 -0.78548 0.01 -0.32 -0.29
H -1.09005 0.64579 4.17233 -0.36 -0.32 -0.45
H -1.95481 1.46333 3.07739 0.22 -0.71 -0.01
O -1.38757 1.49691 3.85567 0.22 0.99 0.50
```
Positions in Å, forces in eV/Å.

For the frontier orbital gap, the calculation gives 0.369 Ha. Its energy relative to the best compared isomer or geometry (same formula, charge and spin) is 238.9 kJ/mol. As for the structure (SMILES): C=C(C)CCC=O.O. The largest force on an atom comes out at 0.051 hartree/bohr. Its HOMO energy is -9.35 eV. The spin multiplicity is 1. Its total energy is -386.2292 Eh.



2.
8 unconnected molecules or ions with the total composition C44H73NO22S. Source: OMol25; level of theory: ωB97M-V with the def2-TZVPD basis set.

```
141
Properties=species:S:1:pos:R:3:forces:R:3
C 3.49899 1.97494 3.33543 -0.48 0.19 0.29
O 4.08678 0.69605 3.44420 0.06 0.17 -0.12
C 4.11795 0.21705 4.78600 0.09 -0.02 -0.02
C 3.51130 -1.20724 4.90165 0.78 0.63 -0.10
C 4.57397 -2.29785 5.13261 -0.02 -0.24 0.71
C 4.02976 -3.53528 5.90184 0.27 -0.32 -0.31
C 3.89889 -4.80170 5.01894 0.78 0.12 0.49
C 5.17229 -5.67892 5.06490 -0.63 -0.54 -0.60
C 4.87055 -7.09527 4.50578 0.37 0.65 0.69
C 6.10857 -7.98539 4.70377 0.13 -0.49 -0.69
C 6.15750 -9.20533 3.73216 0.47 0.55 0.14
C 7.12696 -8.96351 2.52453 -1.36 0.10 0.21
C 6.37444 -8.11751 1.49667 1.04 -1.33 0.19
C 6.39103 -6.74232 1.49173 0.36 0.94 0.33
C 5.66722 -6.01044 0.56570 -0.21 -0.16 -0.08
C 4.90528 -6.69272 -0.36748 0.23 0.78 -0.11
C 4.91518 -8.07821 -0.38091 -1.03 -0.06 -0.85
C 5.64192 -8.80579 0.53784 -0.36 0.30 -0.16
S 3.90160 -8.83670 -1.64875 -0.02 -0.19 0.06
C 2.49107 -7.73333 -1.59987 1.78 -0.42 0.26
C 1.20962 -8.18356 -1.72025 -0.70 -0.52 -0.07
C 0.17376 -7.27110 -1.64332 -1.08 0.23 -0.03
C 0.41874 -5.93172 -1.43985 1.12 0.78 0.01
C 1.75208 -5.47931 -1.33927 -0.89 0.02 0.10
C 2.78933 -6.39190 -1.41541 -0.17 0.79 -0.13
N 4.13045 -5.96405 -1.30513 -0.15 -0.66 0.13
H 4.03562 2.75135 3.90569 0.02 -0.25 -0.09
H 2.46765 1.92158 3.72531 0.16 0.21 -0.13
H 3.45146 2.30335 2.29151 0.17 -0.35 0.13
H 3.57451 0.91515 5.44204 0.01 -0.16 -0.20
H 5.16706 0.23558 5.12404 -0.22 -0.13 -0.04
H 2.80268 -1.15725 5.73800 0.03 -0.39 -0.27
H 2.99722 -1.40438 3.95258 -0.23 0.05 0.38
H 5.02481 -2.59657 4.17440 -0.17 -0.01 0.19
H 5.41295 -1.91403 5.73310 -0.29 0.26 -0.20
H 4.73291 -3.78682 6.71041 -0.19 0.11 -0.13
H 3.08379 -3.29926 6.40872 0.13 0.04 -0.30
H 3.07642 -5.44040 5.36584 -0.05 0.29 -0.25
H 3.75855 -4.49301 3.97278 -0.40 -0.24 0.23
H 5.55091 -5.80807 6.08907 -0.14 0.23 -0.12
H 5.98058 -5.24491 4.45593 -0.12 0.06 0.25
H 4.55036 -7.02091 3.45851 0.25 -0.11 0.12
H 4.00636 -7.48751 5.06509 0.25 -0.12 -0.16
H 6.18591 -8.31239 5.74971 -0.16 0.08 -0.21
H 7.02435 -7.40207 4.51180 -0.29 0.05 0.15
H 6.45994 -10.12479 4.25040 -0.18 0.21 -0.05
H 5.14826 -9.31964 3.31328 0.23 -0.41 0.17
H 7.32212 -9.95098 2.08848 0.30 0.33 -0.04
H 8.05603 -8.47644 2.83889 -0.10 -0.23 0.00
H 6.96330 -6.19564 2.24188 -0.01 -0.22 -0.12
H 5.64757 -4.92212 0.54167 0.16 -0.17 0.23
H 5.59173 -9.89175 0.50250 0.13 0.16 0.12
H 1.00974 -9.24252 -1.87111 0.07 0.19 0.09
H -0.87703 -7.54781 -1.71508 0.32 -0.37 -0.06
H -0.39991 -5.22098 -1.35225 0.15 -0.13 -0.04
H 1.98282 -4.42700 -1.16614 -0.17 -0.19 -0.04
H 4.20744 -4.96460 -1.17810 -0.02 -0.08 0.04
C -1.69387 0.66363 -1.87288 -0.12 0.25 0.09
O -1.00674 -0.58621 -1.78318 0.01 -0.03 -0.01
C -0.66943 -1.11312 -2.96002 0.07 0.00 0.12
O -0.89410 -0.63150 -4.04072 -0.02 -0.04 0.02
O -0.04110 -2.26668 -2.73282 -0.01 0.01 0.01
C 0.38293 -2.95127 -3.91476 0.10 -0.27 -0.11
H -1.91017 0.98266 -0.85690 0.09 -0.18 0.05
H -1.06688 1.41365 -2.35261 -0.05 -0.06 -0.12
H -2.63262 0.54964 -2.41342 0.08 0.02 -0.10
H 1.09375 -2.34808 -4.47720 -0.11 0.05 -0.03
H -0.47164 -3.21280 -4.53773 0.01 0.15 -0.04
H 0.86324 -3.86847 -3.58352 -0.01 0.07 0.12
C -3.84683 -2.13864 -4.45716 0.32 -0.03 -0.14
O -5.26176 -1.93161 -4.39999 -0.05 -0.01 0.00
C -5.83169 -2.35479 -3.27319 -0.08 -0.02 0.10
O -5.26201 -2.87236 -2.35045 -0.02 0.00 0.00
O -7.14951 -2.10629 -3.33682 0.47 -0.18 0.27
C -7.86084 -2.52183 -2.16816 -0.30 -0.02 0.18
H -3.49997 -1.75528 -5.41260 -0.20 0.09 -0.01
H -3.34759 -1.59201 -3.66102 -0.05 -0.09 0.06
H -3.61223 -3.20081 -4.39815 -0.04 0.02 0.15
H -7.50297 -1.98759 -1.28956 0.09 -0.10 -0.01
H -7.77022 -3.59714 -2.02464 0.12 0.04 0.06
H -8.90809 -2.27521 -2.32761 0.07 0.07 -0.18
C 2.92069 8.25185 2.03551 -0.19 0.32 0.13
O 3.68484 7.04829 2.15524 0.02 -0.02 -0.01
C 3.99767 6.47942 0.99407 0.04 -0.03 0.13
O 3.69623 6.88928 -0.09903 0.25 -0.17 0.27
O 4.70139 5.37574 1.24672 0.01 -0.04 0.01
C 5.10691 4.65840 0.07923 0.12 -0.24 -0.20
H 2.72900 8.61905 3.04075 0.09 -0.21 0.07
H 3.48047 9.00948 1.48793 -0.03 -0.09 -0.12
H 1.96639 8.05481 1.54832 0.08 0.00 -0.10
H 5.75398 5.27203 -0.54574 -0.13 0.06 -0.04
H 4.23901 4.32116 -0.48601 0.00 0.14 -0.05
H 5.66545 3.78589 0.40837 -0.04 0.09 0.24
C -11.04646 1.19167 -8.34277 -0.21 0.16 -0.14
O -9.91672 0.33527 -8.16713 -0.01 -0.01 0.01
C -9.47944 0.25946 -6.90931 0.12 -0.09 -0.10
O -9.95413 0.83785 -5.96385 -0.05 -0.06 -0.10
O -8.43364 -0.55997 -6.87764 -0.03 0.10 -0.01
C -7.85909 -0.73193 -5.57332 -0.07 0.09 -0.13
H -11.30376 1.16857 -9.39861 0.16 -0.13 -0.01
H -11.89614 0.83120 -7.76473 0.06 0.07 0.10
H -10.80122 2.21474 -8.06137 -0.03 -0.05 0.13
H -8.58475 -1.16301 -4.89258 -0.11 0.14 -0.06
H -7.49162 0.22053 -5.19058 -0.12 0.00 0.05
H -7.02548 -1.40944 -5.67519 -0.06 -0.04 -0.29
C -2.28510 7.07022 -3.76934 -0.22 -0.06 -0.13
O -1.46544 7.52130 -2.69195 -0.02 0.00 0.02
C -0.15466 7.50162 -2.95641 0.04 0.05 0.12
O 0.34824 7.14615 -3.99028 -0.06 0.00 0.00
O 0.49120 7.94164 -1.87965 -0.07 0.01 -0.03
C 1.91826 7.97532 -2.01711 0.15 0.24 -0.18
H -3.31730 7.13311 -3.43380 0.08 0.06 0.17
H -2.15875 7.70835 -4.64284 0.11 -0.09 -0.03
H -2.05799 6.03463 -4.01884 0.09 0.06 -0.08
H 2.20842 8.65109 -2.82199 -0.09 -0.13 -0.11
H 2.31056 6.97828 -2.19483 -0.03 0.03 -0.08
H 2.32416 8.34624 -1.08651 -0.23 -0.02 0.08
C -7.91672 6.37247 -3.82555 0.07 0.24 -0.08
O -7.90822 5.15765 -3.07734 0.04 0.00 0.03
C -8.82060 4.26438 -3.47540 0.01 -0.10 0.06
O -9.60456 4.41357 -4.37496 0.02 0.05 0.02
O -8.70713 3.18678 -2.70158 0.05 0.04 0.09
C -9.62851 2.13499 -3.01502 -0.12 -0.31 -0.08
H -7.13933 7.00911 -3.41042 0.03 -0.15 0.13
H -7.69302 6.18064 -4.87413 -0.14 -0.02 -0.01
H -8.87621 6.87838 -3.72768 -0.03 -0.08 -0.11
H -9.47311 1.77096 -4.02843 -0.13 0.15 0.02
H -10.65582 2.47240 -2.88382 0.03 0.07 -0.12
H -9.43812 1.32088 -2.31883 0.17 0.17 0.12
C -0.51542 11.34280 5.71648 -0.15 0.21 -0.15
O -0.07062 10.56617 6.82980 0.01 -0.02 0.02
C 0.79394 9.60221 6.51480 -0.04 0.02 0.11
O 1.20463 9.35446 5.41047 0.02 0.00 -0.04
O 1.12526 8.95948 7.63426 -0.02 0.02 0.00
C 2.05414 7.89092 7.44422 0.18 -0.23 0.07
H -1.20824 12.08599 6.10204 0.04 -0.09 0.18
H 0.32260 11.85329 5.24422 0.01 -0.12 -0.06
H -1.03628 10.71629 4.99396 0.13 -0.02 -0.04
H 2.99366 8.26506 7.04017 -0.07 -0.01 -0.12
H 1.63469 7.12835 6.78963 0.05 0.09 -0.10
H 2.24081 7.45258 8.42098 -0.13 0.15 0.06
```
Positions in Å, forces in eV/Å.

For the frontier orbital gap, the calculation gives 0.297 Ha. As for the structure (SMILES): COCCCCCCCCCCc1ccc2c(c1)Sc1ccccc1N2.COC(=O)OC.COC(=O)OC.COC(=O)OC.COC(=O)OC.COC(=O)OC.COC(=O)OC.COC(=O)OC. The largest force on an atom comes out at 0.036 hartree/bohr. Its HOMO energy is -7.78 eV. The spin multiplicity is 1. Its total energy is -3828.6259 Eh.